DFT (ωB97M-V/def2-TZVPD) results for a molecular structure, C5H6N2O.

Atoms and positions in Å:
C 1.701 1.557 0.628
C -0.648 -1.863 0.202
C -0.632 1.124 0.796
C -0.711 -0.655 -0.662
N -1.540 -0.403 -1.538
C 1.550 0.606 -0.316
O -1.329 2.027 0.841
N 1.111 -0.241 -1.018
H -1.461 0.459 -2.067
H 1.724 2.598 0.340
H 2.139 1.291 1.579
H -0.238 -2.691 -0.378
H -0.010 -1.690 1.066
H -1.658 -2.120 0.528

Computed properties:
Net charge   0
HOMO-LUMO gap (spin up / spin down)   0.314 / 0.314 hartree
Energy   -10305.9788 eV
ΔE to the lowest compared entry with this formula, charge and spin   83.6 kcal per mole
E_HOMO (spin up / spin down)   -8.31 / -8.31 eV

DFT (ωB97M-V/def2-TZVPD) results for a single C5H6N2O molecule.

Atoms and positions in Å:
H 3.426 0.112 0.393
N 2.664 -0.404 -0.053
C 1.668 0.349 -0.168
N 0.413 -0.135 -0.538
C -0.086 -1.424 -0.047
C -1.456 -1.366 -0.024
C -1.788 0.011 -0.225
C -0.658 0.762 -0.302
O -0.404 1.956 0.077
H 1.709 1.443 -0.217
H 0.539 -2.200 0.431
H -2.087 -2.124 0.311
H -2.700 0.691 -0.044
H -1.241 2.331 0.406

Computed properties:
Net charge   0
HOMO-LUMO gap   0.304 hartree
Energy   -10307.5750 eV
ΔE to the lowest compared entry with this formula, charge and spin   46.8 kcal per mole
E_HOMO   -7.78 eV
SMILES   [H]/N=C/n1cccc1O

DFT (ωB97M-V/def2-TZVPD) results for a single C5H6N2O molecule.

Atoms and positions in Å:
C -0.227 -1.357 2.038
N -1.016 -1.394 0.808
C -0.452 -0.591 0.071
N -1.158 -0.483 -1.171
C -0.844 0.862 -1.639
C 0.454 1.503 -1.571
C 1.284 0.968 -0.557
O 0.817 -0.109 0.276
H -0.626 -0.353 2.578
H -0.803 -2.199 2.665
H 1.022 -1.322 1.838
H -1.471 0.997 -2.470
H 0.581 2.138 -2.351
H 2.441 1.338 -0.514

Computed properties:
Net charge   0
HOMO-LUMO gap   0.291 hartree
Energy   -10304.4597 eV
ΔE to the lowest compared entry with this formula, charge and spin   118.6 kcal per mole
E_HOMO   -8.68 eV
SMILES   C/N=c1/nccco1

Which formula does entry 1 have? C5H6N2O

Repeat the third record exactly.
DFT (ωB97M-V/def2-TZVPD) results for a single C5H6N2O molecule.

Atoms and positions in Å:
C -0.227 -1.357 2.038
N -1.016 -1.394 0.808
C -0.452 -0.591 0.071
N -1.158 -0.483 -1.171
C -0.844 0.862 -1.639
C 0.454 1.503 -1.571
C 1.284 0.968 -0.557
O 0.817 -0.109 0.276
H -0.626 -0.353 2.578
H -0.803 -2.199 2.665
H 1.022 -1.322 1.838
H -1.471 0.997 -2.470
H 0.581 2.138 -2.351
H 2.441 1.338 -0.514

Computed properties:
Net charge   0
HOMO-LUMO gap   0.291 hartree
Energy   -10304.4597 eV
ΔE to the lowest compared entry with this formula, charge and spin   118.6 kcal per mole
E_HOMO   -8.68 eV
SMILES   C/N=c1/nccco1